No. 1
{
  "formula": "C29H28IO6",
  "method": "the ωB97M-V functional and the def2-TZVPD basis",
  "charge": 1,
  "orbital_gap_ev": 5.877,
  "homo_ha": -0.39839,
  "elements": ["C", "O", "C", "C", "C", "C", "C", "C", "C", "C", "C", "C", "C", "O", "C", "C", "C", "C", "C", "H", "H", "H", "H", "H", "H", "H", "H", "H", "H", "H", "H", "H", "H", "H", "H", "H", "C", "C", "C", "O", "C", "O", "C", "I", "C", "C", "C", "C", "C", "C", "C", "O", "O", "H", "H", "H", "H", "H", "H", "H", "H", "H", "H", "H"],
  "coordinates": [[-6.271, 2.115, 2.744], [-6.239, 0.668, 2.758], [-5.032, 0.050, 2.828], [-5.029, -1.370, 2.904], [-3.845, -2.045, 3.091], [-2.606, -1.350, 3.226], [-1.358, -2.028, 3.406], [-0.155, -1.459, 3.010], [1.093, -2.077, 3.008], [2.322, -1.361, 2.899], [3.567, -2.047, 2.800], [4.761, -1.369, 2.752], [4.771, 0.052, 2.764], [5.984, 0.661, 2.709], [6.037, 2.107, 2.731], [3.545, 0.760, 2.811], [2.354, 0.061, 2.896], [-2.638, 0.066, 3.122], [-3.809, 0.761, 2.901], [-7.334, 2.357, 2.726], [-5.800, 2.537, 3.645], [-5.777, 2.524, 1.848], [-5.979, -1.891, 2.790], [-3.835, -3.136, 3.120], [-1.394, -3.073, 3.716], [-0.196, -0.456, 2.574], [1.146, -3.167, 3.008], [3.560, -3.137, 2.805], [5.717, -1.887, 2.700], [7.106, 2.326, 2.720], [5.551, 2.538, 1.842], [5.573, 2.517, 3.642], [3.538, 1.853, 2.786], [1.430, 0.628, 3.007], [-1.716, 0.632, 3.248], [-3.790, 1.848, 2.798], [-4.250, -2.619, 7.621], [-3.111, -2.002, 8.416], [-3.605, -1.246, 9.654], [-2.224, -3.030, 8.930], [-1.553, -3.745, 7.959], [-1.222, -4.890, 8.205], [-1.267, -3.046, 6.683], [0.424, -3.844, 5.770], [-0.423, -5.807, 5.401], [0.198, -6.901, 5.999], [-0.310, -8.187, 5.761], [-1.444, -8.349, 4.954], [-2.085, -7.234, 4.408], [-1.588, -5.943, 4.657], [-1.441, -1.597, 6.709], [-0.844, -0.805, 6.000], [-2.345, -1.079, 7.615], [-3.869, -3.229, 6.790], [-4.855, -3.246, 8.291], [-4.890, -1.816, 7.235], [-2.745, -0.898, 10.232], [-4.217, -0.394, 9.349], [-4.206, -1.911, 10.281], [1.050, -6.754, 6.661], [0.182, -9.051, 6.208], [-1.829, -9.352, 4.755], [-2.974, -7.350, 3.787], [-2.123, -5.071, 4.287]],
  "atomic_forces_ev_per_a": [[0.0, -0.2, 0.0], [1.0, -0.2, -0.1], [-0.1, 0.3, 0.3], [-0.1, 0.5, -0.2], [0.4, 0.1, 0.3], [-0.3, 0.5, 0.1], [-0.1, 0.1, -1.4], [-0.1, 0.0, -0.2], [0.0, 0.3, -0.3], [0.1, 0.2, -0.3], [-0.2, 0.1, 0.2], [0.1, 0.4, 0.0], [0.3, 0.3, -0.2], [-1.2, -0.3, 0.1], [0.0, -0.2, 0.0], [0.1, -0.1, 0.0], [0.3, 0.0, 0.2], [0.0, -0.2, -0.1], [-0.3, -0.2, 0.0], [0.2, 0.0, 0.0], [-0.2, -0.2, -0.2], [-0.2, -0.2, 0.2], [0.3, 0.1, 0.1], [-0.1, 0.3, 0.1], [0.0, 0.3, 0.0], [0.0, -0.3, 0.6], [0.0, 0.3, 0.3], [0.1, 0.2, -0.1], [-0.2, 0.1, 0.0], [-0.3, 0.1, 0.0], [0.2, -0.2, 0.2], [0.2, -0.2, -0.3], [0.0, -0.5, 0.1], [0.3, -0.2, -0.1], [-0.3, -0.1, 0.0], [0.0, -0.5, 0.2], [-0.1, 0.0, 0.0], [0.3, -0.1, 0.7], [0.3, -0.1, -0.4], [-0.4, 0.1, -1.3], [0.3, -0.8, 0.0], [0.1, 0.9, -0.1], [-0.8, 0.5, 1.9], [-0.9, -0.8, 0.8], [-0.1, -0.3, 0.2], [0.1, 0.0, -0.1], [-0.2, 0.5, -0.2], [0.2, 0.2, 0.0], [0.3, 0.3, 0.3], [0.1, -0.1, -0.2], [0.4, 0.1, -0.3], [-0.1, -0.2, 0.0], [0.3, -0.9, -0.4], [-0.2, 0.2, 0.2], [0.2, 0.1, -0.2], [0.2, -0.2, 0.0], [-0.1, 0.0, -0.1], [0.1, -0.1, 0.0], [0.1, 0.1, -0.2], [-0.2, -0.1, -0.2], [-0.2, 0.3, -0.1], [0.1, 0.4, 0.1], [0.2, 0.0, 0.2], [0.1, -0.2, 0.0]]
}

No. 2
{
  "formula": "C36H38P2Ru",
  "method": "the ωB97M-V functional and the def2-TZVPD basis",
  "charge": 4,
  "orbital_gap_ev": [7.055, 3.739],
  "homo_ha": [-0.70599, -0.70450],
  "spin_multiplicity": 5,
  "elements": ["Ru", "C", "C", "C", "C", "C", "C", "C", "C", "C", "C", "H", "H", "H", "H", "H", "H", "H", "H", "H", "H", "H", "H", "H", "H", "C", "C", "P", "C", "C", "C", "C", "C", "C", "C", "C", "C", "C", "C", "C", "P", "C", "C", "C", "C", "C", "C", "C", "C", "C", "C", "C", "C", "H", "H", "H", "H", "H", "H", "H", "H", "H", "H", "H", "H", "H", "H", "H", "H", "H", "H", "H", "H", "H", "H", "H", "H"],
  "coordinates": [[-0.415, 0.167, 0.519], [-3.341, -3.310, 2.128], [-2.143, -2.598, 2.740], [-2.299, -2.513, 4.275], [-1.884, -1.227, 2.176], [-0.911, -0.376, 2.778], [-1.011, 1.029, 2.675], [-2.011, 1.638, 1.869], [-2.394, 3.058, 2.023], [-2.685, 0.770, 0.959], [-2.666, -0.630, 1.156], [-3.494, -4.261, 2.634], [-3.213, -3.508, 1.063], [-4.255, -2.733, 2.280], [-1.249, -3.224, 2.572], [-3.054, -1.774, 4.539], [-1.377, -2.258, 4.791], [-2.636, -3.476, 4.656], [-0.225, -0.785, 3.515], [-0.432, 1.638, 3.369], [-3.356, 3.081, 2.557], [-2.588, 3.560, 1.075], [-1.687, 3.631, 2.618], [-3.420, 1.189, 0.273], [-3.378, -1.238, 0.609], [2.449, -0.569, -1.194], [1.491, -0.307, -2.350], [-0.291, -0.162, -1.823], [-1.081, -1.800, -1.688], [-0.523, -2.739, -0.799], [-1.099, -3.990, -0.677], [-2.273, -4.286, -1.368], [-2.857, -3.341, -2.205], [-2.277, -2.093, -2.351], [-0.987, 0.653, -3.295], [-1.066, -0.074, -4.495], [-1.515, 0.535, -5.655], [-1.824, 1.891, -5.644], [-1.750, 2.607, -4.456], [-1.287, 2.010, -3.286], [1.944, 0.381, 0.301], [2.155, 2.135, -0.127], [3.248, 2.608, -0.856], [3.417, 3.972, -1.029], [2.490, 4.871, -0.508], [1.390, 4.405, 0.205], [1.212, 3.044, 0.378], [3.282, -0.006, 1.485], [3.887, 1.024, 2.211], [5.100, 0.775, 2.835], [5.657, -0.499, 2.813], [5.035, -1.535, 2.126], [3.817, -1.302, 1.512], [3.469, -0.269, -1.458], [2.496, -1.632, -0.942], [1.587, -1.071, -3.130], [1.724, 0.662, -2.809], [0.399, -2.493, -0.264], [-0.647, -4.747, -0.053], [-2.744, -5.250, -1.238], [-3.768, -3.579, -2.732], [-2.744, -1.356, -2.989], [-0.739, -1.108, -4.523], [-1.581, -0.034, -6.570], [-2.098, 2.385, -6.571], [-2.107, 3.630, -4.427], [-1.211, 2.575, -2.366], [3.986, 1.930, -1.261], [4.278, 4.345, -1.566], [2.616, 5.933, -0.671], [0.687, 5.113, 0.623], [0.363, 2.659, 0.951], [3.460, 2.018, 2.237], [5.623, 1.587, 3.328], [6.565, -0.704, 3.371], [5.472, -2.522, 2.098], [3.298, -2.132, 1.052]],
  "atomic_forces_ev_per_a": [[-1.0, -0.2, 1.0], [-0.1, 0.2, 0.1], [0.6, -0.8, 0.0], [-0.2, 0.3, -0.1], [0.0, 0.6, 0.1], [-0.3, -0.3, -0.1], [-0.3, 0.3, -0.2], [0.2, -0.8, -0.1], [-0.2, 0.4, -0.1], [0.1, 0.5, 0.4], [0.4, -0.3, 0.3], [0.1, 0.0, -0.1], [-0.1, 0.0, -0.1], [-0.1, 0.0, -0.1], [-0.1, 0.2, -0.1], [-0.1, 0.0, 0.1], [0.1, 0.0, 0.0], [0.1, 0.0, 0.0], [0.0, 0.0, -0.2], [0.0, 0.0, -0.3], [0.1, -0.1, 0.0], [0.1, 0.0, -0.1], [0.1, 0.0, 0.0], [0.3, 0.0, 0.0], [0.1, 0.0, -0.1], [0.2, -0.3, 0.1], [0.1, -0.1, 0.4], [0.2, -0.1, -1.7], [0.6, 1.0, 0.1], [0.2, -1.4, 0.5], [1.3, 0.8, 0.5], [-0.2, -0.5, 0.0], [-0.2, 1.1, -0.6], [-1.3, -0.6, -0.3], [0.1, -0.1, 0.4], [0.0, -0.2, 0.2], [0.4, 0.0, 0.1], [0.0, 0.0, 0.1], [-0.1, 0.2, 0.1], [-0.5, -0.1, 0.0], [0.0, 0.8, -0.8], [-0.3, -0.2, 0.2], [0.1, -0.1, 0.2], [0.0, 0.1, -0.1], [-0.1, -0.1, 0.0], [0.0, 0.2, -0.2], [0.0, -0.4, 0.3], [-0.7, 0.4, -0.3], [1.2, 0.4, 0.9], [-1.3, 1.9, -0.3], [1.2, -0.4, 0.5], [-1.5, -1.0, -1.1], [1.3, -1.3, 0.6], [-0.1, -0.1, 0.0], [0.0, 0.1, 0.0], [-0.1, 0.1, 0.1], [-0.2, -0.1, 0.1], [-0.2, -0.2, -0.1], [0.0, 0.0, 0.1], [0.0, -0.1, 0.0], [-0.1, 0.0, -0.1], [0.0, 0.0, 0.0], [-0.1, -0.1, -0.1], [0.0, 0.0, 0.0], [-0.2, 0.0, 0.2], [0.3, 0.1, -0.1], [-0.1, 0.2, 0.0], [0.1, -0.1, -0.1], [0.0, 0.0, -0.1], [0.1, 0.0, 0.1], [-0.1, 0.0, 0.0], [0.2, 0.3, -0.1], [0.0, 0.0, -0.1], [0.0, 0.0, 0.1], [0.0, 0.0, 0.0], [0.1, 0.0, 0.1], [0.1, 0.0, -0.1]]
}